[1]
17
Properties=species:S:1:pos:R:3 method="wB97M-V/def2-TZVPD" e_tot_ev=-8324.3697 e_homo_ha="-0.222 / -0.190" relative_energy_kcal_mol=68.34 orbital_gap_ev="7.1025 / 6.1540"
C -2.290 -0.644 0.421
N 0.048 -0.076 1.011
C 1.304 0.309 0.512
C -0.927 -0.142 0.108
N 2.337 -0.685 0.530
C 1.043 1.035 -0.739
C -0.486 0.425 -1.177
H -0.087 -0.397 1.959
H 2.585 -0.959 1.473
H 3.180 -0.313 0.095
H -3.053 0.034 0.026
H -2.437 -0.744 1.501
H -2.462 -1.619 -0.031
H 0.964 2.115 -0.635
H 1.750 0.811 -1.551
H -0.283 -0.328 -1.941
H -1.184 1.180 -1.561

[2]
17
Properties=species:S:1:pos:R:3 method="wB97M-V/def2-TZVPD" smiles=C[C@H]1N[C@H]1[C@H]1CN1 e_tot_ev=-8325.1846 e_homo_ha=-0.338 relative_energy_kcal_mol=49.55 orbital_gap_ev=10.3722
C 0.556 -0.772 1.810
C 1.454 -0.364 0.655
N 1.292 -0.938 -0.687
C 0.987 0.475 -0.478
C -0.405 1.035 -0.563
C -1.278 0.694 -1.712
N -1.607 0.236 -0.363
H 1.156 -1.243 2.593
H -0.202 -1.505 1.512
H 0.029 0.081 2.252
H 2.503 -0.260 0.926
H 0.438 -1.493 -0.727
H 1.722 1.135 -0.942
H -0.483 2.038 -0.144
H -1.959 1.431 -2.131
H -0.890 -0.030 -2.427
H -1.387 -0.751 -0.255